# 1
{"formula": "C31H29Cl3N4O2STi", "method": "ωB97M-V/def2-TZVPD", "elements": ["Ti", "C", "C", "N", "C", "C", "C", "C", "C", "C", "C", "C", "C", "N", "C", "H", "H", "H", "H", "H", "H", "H", "H", "Cl", "C", "C", "C", "C", "C", "C", "N", "C", "C", "N", "C", "O", "C", "C", "C", "Cl", "S", "C", "C", "C", "Cl", "C", "H", "H", "H", "H", "H", "H", "H", "H", "H", "H", "H", "H", "H", "C", "C", "C", "O", "H", "H", "H", "H", "H", "H", "H", "H"], "positions_angstrom": [[-2.29704, -0.19628, 0.57286], [-5.14698, -1.54316, 3.63713], [-4.26442, -0.79727, 2.83875], [-3.43993, -1.41263, 1.99919], [-3.44559, -2.75255, 1.94328], [-4.29066, -3.52765, 2.77535], [-5.14798, -2.88488, 3.63100], [-4.25940, -4.95216, 2.60414], [-3.53131, -5.53941, 1.64106], [-2.75643, -4.76534, 0.72785], [-1.89389, -5.35370, -0.23857], [-1.30229, -4.41519, -1.04729], [-1.40045, -3.04192, -0.88076], [-2.02879, -2.50307, 0.14003], [-2.69823, -3.39679, 0.90834], [-5.90964, -0.98944, 4.20110], [-4.23417, 0.31066, 2.83084], [-5.78005, -3.51750, 4.26110], [-4.84706, -5.59809, 3.31361], [-3.62047, -6.60548, 1.51439], [-1.73971, -6.42220, -0.45344], [-0.63378, -4.72808, -1.84394], [-0.75457, -2.37249, -1.45883], [6.03013, -1.88994, -2.45400], [5.11255, -0.81126, -1.44096], [4.01153, -0.20744, -2.01367], [3.40786, 0.80019, -1.26019], [3.83972, 1.20482, -0.01391], [3.02598, 2.24216, 0.69719], [2.57832, 1.81008, 2.06040], [1.58187, 0.77741, 1.93711], [1.76046, -0.58267, 2.09292], [0.62552, -1.17151, 1.68143], [-0.25732, -0.22620, 1.24720], [0.35234, 0.91868, 1.40468], [3.83851, 3.38846, 0.77062], [3.11788, 4.57634, 0.40584], [2.86767, 4.77821, -1.05675], [1.64882, 4.89046, -1.62146], [0.03605, 4.85951, -0.91678], [1.71760, 5.13969, -3.30059], [3.44454, 5.08102, -3.28937], [3.88421, 4.88341, -2.04202], [4.93273, 0.52943, 0.50543], [5.62425, 0.87369, 2.06988], [5.53710, -0.51407, -0.15393], [3.67574, -0.45274, -2.98269], [2.55405, 1.28881, -1.74266], [2.16352, 2.43682, 0.04595], [2.11662, 2.66370, 2.54535], [3.39182, 1.34567, 2.65852], [2.66493, -0.94905, 2.51265], [0.32095, -2.18172, 1.66746], [-0.07312, 1.92413, 1.18431], [3.70684, 5.39037, 0.81133], [2.18842, 4.62330, 0.99150], [4.06935, 5.32889, -4.16135], [4.95220, 4.90287, -1.79297], [6.46192, -0.92606, 0.25790], [-1.81953, 1.78240, -2.98851], [-2.81139, 0.87992, -2.40531], [-3.18269, -0.26064, -3.32564], [-2.37416, 0.35429, -1.14144], [-2.35914, 2.21698, -3.83666], [-0.82666, 1.48809, -3.28889], [-1.63258, 2.66784, -2.39673], [-3.75346, 1.45926, -2.17388], [-2.38138, -0.89207, -3.67924], [-3.65423, 0.20539, -4.19830], [-3.90823, -0.91699, -2.81926], [-2.78527, 1.27463, 1.33232]], "multiplicity": 2, "charge": 1, "s_squared": 0.753, "e_homo_ev": [-10.3, -11.1], "relative_energy_kcal_mol": 0.0, "e_lumo_ev": [-3.304, -3.382], "homo_lumo_gap_ev": [7.00, 7.73]}

---

# 2
{"formula": "C39H54N4Sn", "method": "ωB97M-V/def2-TZVPD", "elements": ["Sn", "C", "C", "N", "H", "N", "H", "C", "C", "C", "C", "C", "C", "H", "H", "H", "H", "C", "H", "H", "H", "C", "C", "C", "H", "H", "H", "H", "H", "H", "C", "H", "H", "H", "C", "C", "H", "H", "C", "H", "C", "H", "H", "H", "H", "H", "C", "H", "C", "N", "H", "N", "H", "C", "C", "C", "H", "H", "H", "H", "H", "H", "C", "H", "H", "H", "C", "C", "H", "H", "C", "H", "C", "H", "H", "H", "H", "H", "C", "H", "C", "C", "C", "C", "C", "C", "C", "C", "C", "C", "C", "H", "H", "H", "H", "H", "H", "H"], "positions_angstrom": [[1.01765, -0.11550, 0.45221], [5.32223, -0.06255, 0.18816], [3.13745, -0.36645, -0.04836], [4.07979, 0.27106, 0.67265], [5.86387, -1.33770, -1.51728], [3.79841, -1.10406, -0.97032], [6.23752, 0.31813, 0.60337], [0.65396, 1.36127, -1.35724], [-0.59702, 1.74717, -1.84913], [-0.68215, 2.59123, -2.96473], [0.46897, 3.08722, -3.59193], [1.71299, 2.74212, -3.06706], [1.79200, 1.90598, -1.94760], [-1.54758, 1.41973, -1.39976], [-1.66583, 2.87656, -3.34621], [2.62871, 3.11696, -3.52679], [2.78912, 1.68974, -1.55259], [0.36962, 3.94085, -4.81490], [1.35086, 4.35772, -5.06551], [-0.33731, 4.76225, -4.65770], [0.01556, 3.35486, -5.67297], [3.80728, 1.31894, 1.69124], [5.14641, 1.75351, 2.26876], [3.15711, 2.54018, 1.04769], [5.79342, 2.17980, 1.49073], [4.96079, 2.53409, 3.01315], [5.65868, 0.92107, 2.76979], [3.10991, 1.34147, 3.71372], [3.06675, -0.28447, 3.01070], [2.15313, 2.35215, 0.64695], [2.89613, 0.77583, 2.80161], [3.78366, 2.92377, 0.23076], [3.07589, 3.32148, 1.81984], [1.82284, 0.95543, 2.59650], [5.15215, -0.87830, -0.85733], [3.05982, -0.87373, -3.31161], [4.00664, -0.36391, -3.54312], [2.74257, -1.45475, -4.19227], [3.23699, -1.83366, -2.13301], [1.55710, -3.01214, -2.69765], [4.23053, -2.91733, -2.53900], [4.46346, -3.58059, -1.69592], [2.29750, -0.11833, -3.09081], [1.11553, -1.69427, -1.59737], [5.15683, -2.48282, -2.93830], [3.78225, -3.52243, -3.33467], [1.89179, -2.45484, -1.80510], [1.96885, -3.16377, -0.97437], [-5.56028, 0.87453, 0.28113], [-4.36131, 1.55540, 0.10058], [-6.22882, -0.98174, -0.67732], [-4.34573, -0.10167, -1.27660], [-6.26518, 1.12879, 1.05276], [-3.76918, 2.37249, 1.18140], [-4.84931, 3.28770, 1.74574], [-3.25102, 1.40750, 2.26507], [-5.64328, 2.73529, 2.26713], [-4.39535, 3.96818, 2.47631], [-5.29175, 3.90659, 0.95364], [-2.32866, 3.94661, 1.32576], [-2.93907, 3.66957, -0.32781], [-2.55735, 0.66763, 1.83841], [-2.62733, 3.17960, 0.59909], [-4.07950, 0.86169, 2.73160], [-2.71409, 1.97052, 3.04328], [-1.76293, 2.54819, 0.38672], [-5.54607, -0.16318, -0.57780], [-3.13837, -2.14384, -0.71696], [-3.93079, -2.49586, -0.04817], [-2.61460, -3.01188, -1.13433], [-3.72626, -1.30171, -1.86451], [-2.28104, -1.70563, -3.38494], [-4.78288, -2.09766, -2.61008], [-5.25334, -1.49936, -3.39609], [-2.42003, -1.55841, -0.12582], [-1.78142, -0.43596, -2.26086], [-5.55344, -2.50643, -1.94296], [-4.29584, -2.94883, -3.09740], [-2.63437, -0.84779, -2.80237], [-3.01165, -0.08221, -3.48672], [-3.66133, 1.00418, -0.91007], [-1.39091, -2.21707, 5.59558], [-1.20230, -0.94385, 5.01347], [-0.57418, -0.80500, 3.78080], [-0.05608, -1.92811, 3.08375], [0.76650, -1.88329, 1.90985], [1.48061, -3.00563, 1.54198], [1.14862, -4.28619, 2.05347], [0.24704, -4.38990, 3.08614], [-0.29675, -3.22751, 3.67786], [-0.96915, -3.34244, 4.90895], [-1.87437, -2.32231, 6.57084], [-1.54984, -0.06266, 5.55500], [-0.43576, 0.19185, 3.34536], [2.30778, -2.94031, 0.83060], [1.63441, -5.17515, 1.64573], [-0.03934, -5.35819, 3.49783], [-1.09754, -4.34554, 5.33777]], "charge": -2, "e_homo_ev": [1.1, 2.6], "e_lumo_ev": [4.010, 4.015], "homo_lumo_gap_ev": [2.91, 1.42]}

---

# 3
{"formula": "C18H27N2Se4Si2TeW", "method": "ωB97M-V/def2-TZVPD", "elements": ["W", "C", "Si", "C", "C", "N", "C", "C", "C", "C", "C", "C", "N", "Si", "C", "C", "C", "H", "H", "H", "H", "H", "H", "H", "H", "H", "H", "H", "H", "H", "H", "H", "H", "H", "H", "H", "H", "H", "H", "Se", "Se", "Te", "Se", "Se", "C", "C", "C", "C", "C", "C", "H", "H", "H", "H", "H"], "positions_angstrom": [[-0.01161, 0.12122, 1.66855], [4.27279, 1.79093, 0.83311], [3.03229, 0.73866, -0.11464], [3.64276, -1.01912, 0.01648], [3.15081, 1.10583, -1.96580], [1.37597, 1.11223, 0.40937], [0.78621, 2.17632, -0.24931], [1.47469, 3.28920, -0.76054], [0.82843, 4.27132, -1.47894], [-0.54794, 4.16803, -1.68869], [-1.25941, 3.10979, -1.16343], [-0.62366, 2.10083, -0.41244], [-1.25958, 1.06747, 0.22250], [-2.99730, 0.75632, 0.04239], [-3.91497, 1.95094, 1.15850], [-3.58483, 1.09464, -1.73006], [-3.53999, -1.01697, 0.33285], [5.17983, 1.94183, 0.24066], [4.55845, 1.28926, 1.76038], [3.86725, 2.76756, 1.10205], [4.56528, -1.04045, -0.57545], [2.93252, -1.71836, -0.42711], [3.86827, -1.34200, 1.02762], [3.71805, 0.30279, -2.44281], [3.65445, 2.04690, -2.19077], [2.16473, 1.14255, -2.43036], [2.53388, 3.38892, -0.56594], [1.38082, 5.12141, -1.85812], [-1.07248, 4.93734, -2.24274], [-2.32841, 3.09329, -1.28909], [-3.40669, 2.91936, 1.15692], [-3.95274, 1.59281, 2.18668], [-4.93808, 2.10288, 0.80297], [-3.93066, 2.11293, -1.90936], [-4.43143, 0.43078, -1.92435], [-2.80670, 0.86720, -2.46232], [-2.77016, -1.63532, 0.78492], [-3.83133, -1.46364, -0.62038], [-4.41040, -1.02690, 0.99503], [-1.79747, -0.26334, 3.10306], [1.53717, -1.57594, 2.56132], [1.54375, 1.37708, 3.61815], [-0.16528, 2.75049, 2.63826], [-0.14616, -1.56398, -0.37144], [-0.13204, -3.41957, 0.11058], [0.95940, -4.11837, 0.62603], [0.88785, -5.48222, 0.86472], [-0.27246, -6.18915, 0.58176], [-1.36406, -5.51223, 0.05862], [-1.29301, -4.14559, -0.16911], [1.87956, -3.58840, 0.83466], [1.75190, -5.99700, 1.26733], [-0.32299, -7.25530, 0.76493], [-2.28076, -6.04492, -0.16444], [-2.15453, -3.62033, -0.56275]], "multiplicity": 3, "charge": -1, "s_squared": 2.034, "e_homo_ev": [-4.1, -3.9], "e_lumo_ev": [2.239, 0.702], "homo_lumo_gap_ev": [6.34, 4.65]}